# 1
Here is a structure of composition C47H33Cl5N7O6PY from OMol25. Energies are from wB97M-V/def2-TZVPD.

The calculation puts the energy relative to the best compared isomer or geometry (same formula, charge and spin) at 0.0 kcal per mole. As for the net charge: -1. The calculation puts the gap between HOMO and LUMO at 7.1 eV.

Cartesian coordinates (Å):
Y1 -2.656 0.664 0.814
O1 -5.778 4.075 0.526
C1 -5.070 3.047 0.519
N1 -4.172 2.550 1.448
C2 -4.390 3.012 2.724
O2 -5.375 3.573 3.230
C3 -3.236 2.798 3.617
C4 -3.037 3.683 4.692
C5 -2.040 3.327 5.627
C6 -1.360 2.155 5.540
C7 -1.670 1.286 4.476
N2 -2.537 1.664 3.525
C8 -5.066 2.372 -0.808
C9 -5.817 2.932 -1.865
C10 -6.003 2.263 -3.080
C11 -5.500 0.947 -3.151
C12 -4.674 0.528 -2.125
N3 -4.351 1.270 -1.067
H1 -3.690 4.526 4.807
H2 -1.728 4.063 6.384
H3 -0.639 1.752 6.295
H4 -1.228 0.311 4.295
H5 -6.309 3.874 -1.615
H6 -6.461 2.733 -3.903
H7 -5.626 0.223 -3.990
H8 -4.084 -0.375 -2.171
Cl1 -2.006 3.929 -1.532
C13 -1.025 3.741 -0.092
C14 -1.088 2.566 0.636
C15 -0.083 2.261 1.498
Cl2 0.103 0.553 1.999
C16 0.864 3.233 1.884
Cl3 2.098 2.836 3.021
C17 0.757 4.568 1.375
Cl4 1.808 5.825 1.926
C18 -0.226 4.805 0.390
Cl5 -0.234 6.316 -0.365
O3 -2.325 -1.465 -0.999
C19 -1.287 -0.827 -1.308
O4 -1.040 0.398 -0.851
C20 -0.246 -1.434 -2.273
C21 -0.722 -2.381 -3.231
C22 0.007 -2.760 -4.350
C23 1.296 -2.212 -4.508
C24 1.782 -1.228 -3.685
C25 1.042 -0.831 -2.529
P1 1.901 0.423 -1.493
C26 3.427 -0.376 -0.958
C27 3.824 -1.744 -1.421
C28 5.203 -2.230 -0.828
C29 6.096 -1.203 -0.289
C30 5.611 -0.009 0.128
C31 4.329 0.375 -0.224
C32 2.617 1.651 -2.546
C33 1.601 2.444 -3.175
C34 1.859 3.194 -4.301
C35 3.218 3.348 -4.694
C36 4.220 2.584 -4.116
C37 3.952 1.761 -3.018
H9 -1.652 -2.884 -3.056
H10 -0.414 -3.451 -5.084
H11 1.961 -2.614 -5.257
H12 2.726 -0.786 -3.956
H13 3.788 -1.870 -2.495
H14 5.692 -2.896 -1.489
H15 7.118 -1.505 -0.070
H16 6.189 0.610 0.801
H17 4.022 1.384 0.083
H18 0.622 2.534 -2.703
H19 1.029 3.719 -4.783
H20 3.501 4.053 -5.477
H21 5.232 2.576 -4.478
H22 4.681 1.192 -2.499
N4 6.055 -4.986 0.308
C38 4.750 -4.654 0.057
C39 3.818 -5.594 -0.404
C40 2.752 -5.046 -1.169
N5 2.531 -3.850 -1.560
C41 3.057 -2.807 -0.660
C42 4.355 -3.156 0.078
H23 6.409 -5.881 0.114
H24 6.785 -4.392 0.702
H25 3.874 -6.645 -0.084
H26 2.014 -5.703 -1.509
H27 2.230 -2.481 -0.009
H28 4.450 -2.887 1.107
C43 -1.912 -4.026 4.646
N6 -2.678 -3.100 3.863
C44 -4.004 -3.250 3.554
C45 -4.635 -2.480 2.666
C46 -3.876 -1.386 2.100
O5 -4.463 -0.582 1.265
N7 -2.573 -1.232 2.406
C47 -2.007 -1.959 3.393
O6 -0.924 -1.652 3.919
H29 -2.533 -4.887 4.866
H30 -1.622 -3.602 5.624
H31 -1.143 -4.401 3.992
H32 -4.400 -4.097 4.097
H33 -5.643 -2.690 2.284

# 2
Here is a cluster of 10 separate species, C39H104N8O10 in total from OMol25. Energies are from wB97M-V/def2-TZVPD.

The calculation puts the energy relative to the best compared isomer or geometry (same formula, charge and spin) at 31.9 kcal per mole. As for the net charge: 0. As for the SMILES: CC1(C)CCCC(C)(C)N1O.COC[C@H](C)N.COC[C@H](C)N.COC[C@H](C)N.COC[C@H](C)N.COC[C@H](C)N.COC[C@H](C)N.COC[C@H](C)N.CO.CO. The calculation puts the gap between HOMO and LUMO at 8.2 eV.

Cartesian coordinates (Å):
C1 26.381 -0.033 17.382
C2 25.635 -0.095 15.989
C3 26.468 0.892 15.035
C4 26.256 0.726 13.522
C5 26.321 -0.768 13.150
C6 25.420 -1.697 14.037
N1 25.602 -1.448 15.424
O1 24.939 -2.306 16.279
C7 23.915 -1.567 13.538
C8 25.902 -3.124 13.737
C9 24.232 0.509 16.165
H1 27.352 -0.528 17.416
H2 25.814 -0.515 18.178
H3 26.447 1.019 17.659
H4 26.126 1.910 15.220
H5 27.506 0.705 15.310
H6 26.822 1.439 12.923
H7 25.257 1.053 13.235
H8 27.350 -1.079 13.335
H9 26.112 -0.844 12.083
H10 23.245 -1.920 14.322
H11 23.743 -0.527 13.260
H12 23.758 -2.083 12.590
H13 26.967 -3.110 13.970
H14 25.432 -3.920 14.315
H15 25.848 -3.363 12.675
H16 23.746 -0.125 16.906
H17 23.747 0.558 15.189
H18 24.311 1.517 16.573
H19 24.057 -2.272 15.902
C10 17.331 1.091 14.250
C11 16.330 1.211 13.079
C12 15.537 2.502 12.920
O2 15.003 3.064 14.147
C13 13.943 2.331 14.807
N2 16.829 0.604 11.800
H20 16.760 1.125 15.178
H21 18.020 1.928 14.135
H22 17.840 0.130 14.319
H23 15.536 0.529 13.382
H24 14.742 2.406 12.181
H25 16.171 3.299 12.531
H26 12.978 2.434 14.312
H27 13.849 2.843 15.765
H28 14.047 1.253 14.926
H29 17.187 -0.302 12.067
H30 17.523 1.128 11.287
C14 17.544 -6.122 11.449
C15 18.593 -5.288 10.894
C16 19.847 -6.101 10.275
O3 20.448 -6.755 11.405
C17 21.628 -7.480 11.203
N3 18.106 -4.432 9.804
H31 17.090 -6.793 10.721
H32 16.689 -5.554 11.818
H33 18.028 -6.710 12.228
H34 18.916 -4.595 11.670
H35 20.543 -5.335 9.935
H36 19.584 -6.847 9.526
H37 21.798 -8.029 12.129
H38 22.435 -6.771 11.020
H39 21.632 -8.228 10.410
H40 17.438 -3.714 10.048
H41 17.704 -4.987 9.062
C18 13.372 2.221 5.505
C19 14.461 2.362 6.584
C20 14.784 3.806 6.947
O4 15.264 4.514 5.826
C21 15.457 5.888 5.961
N4 13.968 1.692 7.756
H42 12.361 2.468 5.829
H43 13.209 1.195 5.175
H44 13.556 2.796 4.598
H45 15.382 1.864 6.283
H46 15.461 3.847 7.800
H47 13.795 4.153 7.247
H48 15.880 6.272 5.033
H49 16.204 6.184 6.697
H50 14.464 6.270 6.200
H51 13.622 0.747 7.667
H52 14.711 1.556 8.427
C22 20.470 7.032 11.701
C23 21.545 6.780 12.793
C24 20.986 6.627 14.253
O5 21.913 6.016 15.121
C25 22.752 6.893 15.959
N5 22.189 5.567 12.422
H53 19.950 7.989 11.661
H54 19.662 6.306 11.782
H55 20.879 7.011 10.690
H56 22.252 7.609 12.832
H57 20.094 6.000 14.233
H58 20.571 7.528 14.704
H59 23.481 6.276 16.485
H60 22.018 7.360 16.616
H61 23.252 7.683 15.399
H62 21.461 4.915 12.169
H63 22.494 5.161 13.295
C26 21.814 -4.832 3.499
C27 21.151 -5.427 2.257
C28 21.604 -4.966 0.903
O6 20.923 -5.624 -0.122
C29 21.163 -5.004 -1.435
N6 21.217 -6.885 2.414
H64 22.888 -4.796 3.318
H65 21.686 -5.305 4.473
H66 21.401 -3.826 3.581
H67 20.073 -5.267 2.233
H68 22.638 -5.302 0.834
H69 21.495 -3.894 0.739
H70 20.722 -4.014 -1.550
H71 20.812 -5.541 -2.316
H72 22.196 -4.875 -1.758
H73 20.961 -6.915 3.390
H74 22.206 -7.022 2.566
C30 20.312 4.404 2.466
C31 20.847 3.591 3.662
C32 22.328 3.200 3.480
O7 22.426 2.346 2.328
C33 23.670 1.736 2.089
N7 20.628 4.344 4.856
H75 20.376 3.759 1.589
H76 20.963 5.235 2.198
H77 19.287 4.773 2.441
H78 20.301 2.652 3.752
H79 22.754 2.750 4.377
H80 23.052 4.002 3.337
H81 23.660 1.209 1.135
H82 23.916 0.961 2.815
H83 24.530 2.406 2.094
H84 21.168 5.191 4.744
H85 19.691 4.701 4.735
C34 27.505 6.972 8.236
C35 26.754 5.840 7.503
C36 27.371 4.422 7.653
O8 26.564 3.509 6.937
C37 26.961 2.171 7.003
N8 25.318 5.870 7.876
H86 27.335 6.829 9.303
H87 27.105 7.942 7.939
H88 28.579 6.881 8.077
H89 26.734 6.101 6.445
H90 27.343 4.136 8.704
H91 28.351 4.425 7.175
H92 26.142 1.565 6.615
H93 27.238 1.844 8.005
H94 27.768 1.997 6.290
H95 24.887 5.045 7.485
H96 25.234 5.567 8.835
C38 17.034 -1.743 3.152
O9 15.960 -2.566 2.712
H97 17.532 -2.056 4.070
H98 17.808 -1.597 2.398
H99 16.491 -0.799 3.207
H100 15.413 -2.831 3.454
C39 20.802 0.316 7.858
O10 20.655 1.602 8.408
H101 19.971 0.129 7.178
H102 21.745 0.245 7.316
H103 20.795 -0.491 8.591
H104 20.550 2.294 7.751

# 3
Here is a cluster of 2 separate species, C4H9N2O in total from OMol25. Energies are from wB97M-V/def2-TZVPD.

The calculation puts the energy relative to the best compared isomer or geometry (same formula, charge and spin) at 63.6 kcal per mole. As for the net charge: +1. The calculation puts the gap between HOMO and LUMO at 10.5 eV.

Cartesian coordinates (Å):
C1 -1.572 -1.310 -0.317
C2 -1.148 0.078 -0.484
C3 2.116 -0.764 0.160
C4 -0.181 0.602 0.296
N1 1.826 -1.743 0.757
N2 0.293 2.077 0.081
O1 2.168 0.334 -0.211
H1 -2.687 -1.376 -0.448
H2 -1.013 -1.658 0.566
H3 -1.494 0.674 -1.289
H4 -0.035 0.241 1.312
H5 -1.083 -1.833 -1.225
H6 1.732 -2.685 0.635
H7 -0.479 2.725 0.484
H8 0.415 2.311 -0.985
H9 1.143 2.327 0.667

In the order shown, the computed HOMO values come out to -4.99; -8.17; -14.12 eV.
In the order shown, the computed E_tot values come out to -144938.425; -74514.978; -9313.258 eV.
In the order shown, the computed max |F| values come out to 4.4; 3.3; 2.9 eV/A.